The following is a quantum chemistry calculation of 4 unconnected molecules or ions with the total composition C29H63N3O4S at a distorted geometry, from the Open Molecules 2025 dataset.

The geometry in ORCA input format:
```
! RIJCOSX wB97M-V def2-TZVPD def2/J DEFGRID3
* xyz 1 2
C -15.02042 10.80965 -30.82795
S -13.16139 10.67107 -31.06551
O -12.88430 10.58308 -32.55470
C -12.92361 12.53588 -30.90994
H -15.40148 11.61889 -31.45087
H -15.28945 11.22688 -29.85757
H -15.58904 9.88571 -30.93332
H -13.66086 13.13306 -31.44654
H -11.89302 12.74657 -31.19558
H -12.97380 12.90610 -29.88597
C -10.29765 6.92935 -34.83604
C -11.57768 7.66297 -35.29330
C -11.66360 7.46344 -36.82967
C -13.01720 7.81935 -37.42170
C -14.18586 7.03994 -36.70951
C -14.10168 7.31824 -35.14587
N -12.74695 7.10836 -34.58980
O -12.61279 7.27420 -33.26719
C -14.72407 8.70127 -34.77038
C -14.93840 6.16960 -34.45436
C -11.35599 9.15639 -35.01872
H -10.16767 7.03770 -33.75925
H -9.49490 7.46947 -35.33801
H -10.21198 5.87954 -35.11649
H -10.96230 8.12665 -37.33606
H -11.43382 6.40888 -36.98201
H -13.09223 7.72699 -38.50519
H -13.10498 8.89494 -37.26845
H -14.23198 5.97424 -36.93372
H -15.12868 7.43686 -37.08587
H -15.73729 8.80540 -35.15851
H -14.75811 8.91393 -33.70187
H -14.24993 9.60439 -35.15466
H -15.85612 5.97358 -35.00885
H -14.37100 5.24669 -34.33433
H -15.21762 6.45618 -33.44046
H -11.33345 9.32530 -33.94212
H -12.09201 9.85471 -35.41711
H -10.39967 9.53386 -35.38075
H -12.67760 8.23028 -33.20958
C -8.76401 10.08357 -24.24183
C -10.27454 9.92198 -24.12515
C -10.84146 11.01701 -23.22255
C -11.27374 12.26588 -23.86581
C -12.19200 11.97439 -25.06296
C -11.54905 11.05615 -26.15156
N -10.90296 9.86396 -25.46014
O -10.45552 8.81489 -26.25891
C -12.61531 10.68777 -27.18611
C -10.50459 11.75571 -26.99115
C -10.61545 8.49942 -23.51927
H -8.22198 9.90317 -23.31352
H -8.59597 11.09463 -24.61279
H -8.32689 9.38577 -24.95605
H -11.64183 10.57681 -22.62780
H -10.14536 11.22479 -22.40991
H -10.33659 12.76168 -24.11886
H -11.74013 12.84628 -23.06975
H -12.61250 12.88363 -25.49256
H -13.07093 11.44525 -24.69472
H -12.33632 10.46104 -28.21512
H -13.12665 9.78949 -26.84009
H -13.41807 11.41800 -27.28832
H -9.51434 11.74424 -26.53578
H -10.20156 11.21357 -27.88689
H -10.76754 12.79135 -27.20655
H -10.21652 7.65414 -24.08003
H -11.68081 8.27402 -23.47126
H -10.21341 8.34760 -22.51757
H -11.10902 8.15019 -26.02931
C -18.70195 13.49158 -28.91945
C -19.00027 12.86947 -27.52609
C -18.37587 14.03342 -26.58809
C -18.67535 13.75385 -25.10313
C -20.21804 13.60554 -24.96197
C -20.93340 12.53468 -25.84192
N -20.38718 12.63789 -27.25166
O -21.00799 11.83108 -28.22220
C -20.65693 11.16583 -25.24357
C -22.44495 12.82711 -25.90362
C -18.03912 11.67647 -27.42608
H -19.14664 12.75307 -29.58650
H -17.67891 13.53475 -29.29310
H -19.29905 14.38248 -29.11404
H -17.29538 14.15479 -26.66500
H -18.77080 14.99058 -26.92863
H -18.28279 14.59647 -24.53394
H -18.17883 12.85764 -24.73113
H -20.71742 14.56734 -25.07888
H -20.47646 13.37104 -23.92934
H -19.59027 10.94250 -25.26523
H -21.03506 10.99831 -24.23508
H -21.22203 10.39635 -25.76955
H -22.84261 12.72585 -24.89381
H -22.76066 13.83523 -26.17214
H -22.92345 12.07373 -26.52936
H -17.90965 11.38410 -26.38403
H -17.06918 11.78009 -27.91247
H -18.47058 10.77154 -27.85390
H -20.51234 11.01130 -28.15988
*
```

Values from the calculation:
Frontier orbital gap (spin up / spin down), eV: 6.390 / 2.368
Molecular weight, g/mol: 549.9
HOMO energy (spin up / spin down), hartree: -0.338 / -0.338
Energy above the lowest of the compared OMol25 structures with the same formula, charge and spin, kcal/mol: 0.0
E_tot, eV: -54575.86094
Lowest unoccupied orbital energy (spin up / spin down), hartree: -0.10312 / -0.25091
Expectation value of S²: 0.755

Mulliken atomic charge list, values in e, 5 entries: number 1, C, carries -0.890; number 2, S, carries 0.458; number 3, O, carries -0.533; number 4, C, carries -1.098; number 5, H, carries 0.406